This record from the OMol25 dataset describes 6 unconnected molecules or ions with the total composition C23H60ClNO23P5 in a non-equilibrium geometry. The level of theory is the ωB97M-V functional and the def2-TZVPD basis.

Geometry as ORCA input:
```
! RIJCOSX wB97M-V def2-TZVPD def2/J DEFGRID3
* xyz 1 1
O 15.26 -2.66 -6.11
C 14.30 -3.04 -5.64
Cl 14.30 -3.78 -4.02
C 12.95 -2.93 -6.34
C 12.21 -1.73 -5.69
C 12.54 -0.48 -6.59
C 11.58 0.68 -6.24
N 10.97 0.53 -4.89
C 10.15 -0.71 -4.73
C 10.66 -1.85 -5.66
C 10.10 -3.15 -5.08
O 8.71 -3.22 -5.41
O 8.69 -3.79 -6.69
H 13.16 -2.74 -7.39
H 12.43 -3.89 -6.24
H 12.61 -1.50 -4.70
H 12.29 -0.81 -7.60
H 13.59 -0.21 -6.55
H 12.16 1.60 -6.22
H 10.79 0.81 -6.97
H 10.39 1.36 -4.74
H 11.67 0.53 -4.15
H 10.33 -1.07 -3.71
H 9.08 -0.54 -4.82
H 10.21 -1.65 -6.64
H 10.16 -3.20 -3.99
H 10.55 -4.06 -5.48
H 8.65 -3.06 -7.33
C 5.70 -4.22 -5.38
O 4.37 -4.05 -5.86
P 4.06 -2.66 -6.57
O 4.92 -2.34 -7.71
O 4.15 -1.59 -5.40
C 3.41 -1.81 -4.19
O 2.52 -2.81 -6.87
C 1.84 -1.65 -7.38
H 6.11 -5.14 -5.79
H 6.34 -3.39 -5.66
H 5.67 -4.30 -4.29
H 4.11 -2.02 -3.38
H 2.71 -2.64 -4.29
H 2.85 -0.91 -3.96
H 2.54 -0.91 -7.78
H 1.26 -1.20 -6.58
H 1.17 -1.97 -8.17
C 0.13 -3.44 -2.61
O -1.18 -3.25 -3.12
P -1.50 -1.88 -3.85
O -0.66 -1.57 -5.01
O -1.41 -0.78 -2.71
C -2.13 -0.97 -1.48
O -3.04 -2.04 -4.14
C -3.73 -0.90 -4.68
H 0.53 -4.37 -3.01
H 0.80 -2.62 -2.88
H 0.08 -3.51 -1.52
H -1.42 -1.15 -0.68
H -2.82 -1.81 -1.53
H -2.69 -0.06 -1.26
H -3.04 -0.17 -5.10
H -4.31 -0.44 -3.88
H -4.41 -1.25 -5.46
C -3.34 -4.58 2.34
O -4.67 -4.38 1.85
P -4.98 -3.03 1.09
O -4.16 -2.77 -0.09
O -4.85 -1.90 2.20
C -5.56 -2.04 3.44
O -6.53 -3.17 0.82
C -7.21 -2.04 0.27
H -2.97 -5.53 1.96
H -2.67 -3.78 2.03
H -3.37 -4.62 3.43
H -4.84 -2.21 4.23
H -6.26 -2.88 3.41
H -6.10 -1.12 3.64
H -6.51 -1.33 -0.18
H -7.77 -1.53 1.06
H -7.91 -2.39 -0.49
C -7.37 2.14 4.13
O -6.48 1.90 5.22
P -7.07 1.17 6.50
O -7.66 -0.15 6.25
O -8.09 2.22 7.12
C -7.66 3.57 7.35
O -5.83 1.18 7.49
C -6.06 0.73 8.83
H -6.94 1.72 3.23
H -8.35 1.70 4.30
H -7.48 3.22 4.01
H -8.17 4.23 6.66
H -6.58 3.68 7.23
H -7.93 3.85 8.37
H -6.97 0.15 8.91
H -6.12 1.59 9.49
H -5.21 0.11 9.12
C -8.74 8.13 7.21
O -7.86 7.90 8.31
P -8.44 7.15 9.58
O -9.01 5.83 9.32
O -9.49 8.18 10.19
C -9.09 9.53 10.43
O -7.22 7.18 10.58
C -7.45 6.72 11.91
H -8.30 7.72 6.31
H -9.72 7.67 7.37
H -8.88 9.21 7.09
H -9.61 10.18 9.73
H -8.02 9.67 10.32
H -9.38 9.80 11.45
H -8.36 6.12 11.98
H -7.54 7.58 12.58
H -6.60 6.12 12.22
*
```

Output
orbital gap = 0.2935 hartree

=====

This record from the OMol25 dataset describes 10 unconnected molecules or ions with the total composition C23H62F6N2O25PS7 in a non-equilibrium geometry. The level of theory is the ωB97M-V functional and the def2-TZVPD basis.

Geometry as ORCA input:
```
! RIJCOSX wB97M-V def2-TZVPD def2/J DEFGRID3
* xyz -2 2
P -0.16 -0.16 -0.19
F 0.39 -0.06 1.34
F -1.68 0.27 0.35
F 0.04 1.49 -0.22
F -0.59 -0.24 -1.76
F 1.37 -0.53 -0.58
F -0.25 -1.79 0.15
C -2.16 -1.99 -4.16
N -1.07 -3.00 -4.38
O -0.10 -2.58 -4.92
O -1.12 -4.07 -3.76
H -2.68 -2.42 -3.30
H -2.81 -1.97 -5.03
H -1.76 -1.02 -3.84
C -1.84 3.33 1.64
N -2.19 4.66 2.22
O -3.32 5.01 1.83
O -1.42 5.22 3.03
H -2.68 2.63 1.61
H -1.15 2.97 2.40
H -1.31 3.55 0.71
O 5.09 -1.12 -2.14
S 5.75 -0.45 -1.01
O 6.91 -1.11 -0.30
O 6.19 1.06 -1.62
C 7.45 1.65 -1.36
C 7.29 3.02 -1.97
C 4.63 0.31 0.25
H 8.29 1.18 -1.86
H 7.65 1.66 -0.29
H 7.13 2.75 -3.02
H 8.17 3.65 -2.10
H 6.52 3.61 -1.48
H 3.76 -0.31 0.45
H 4.22 1.28 -0.05
H 5.23 0.29 1.16
O 6.15 1.16 -4.71
S 4.97 1.06 -5.55
O 4.84 0.23 -6.74
O 3.53 1.05 -4.68
C 3.53 1.79 -3.50
C 2.32 1.39 -2.76
C 4.70 2.77 -6.16
H 3.36 2.86 -3.55
H 4.43 1.60 -2.91
H 2.35 0.31 -2.76
H 1.43 1.81 -3.23
H 2.34 1.76 -1.73
H 4.90 3.41 -5.30
H 3.69 2.88 -6.56
H 5.43 3.05 -6.91
O 4.11 -3.92 -1.13
S 3.54 -4.29 -2.42
O 4.26 -5.09 -3.44
O 2.11 -5.11 -2.12
C 1.15 -4.57 -1.19
C 1.35 -5.13 0.24
C 2.85 -2.82 -3.38
H 0.11 -4.63 -1.50
H 1.38 -3.53 -0.96
H 0.49 -5.08 0.91
H 1.90 -4.46 0.91
H 1.71 -6.15 0.31
H 2.48 -2.15 -2.61
H 2.11 -3.18 -4.08
H 3.67 -2.21 -3.76
O -5.37 -4.40 -0.13
S -4.06 -4.33 0.53
O -4.09 -4.50 2.00
O -3.06 -5.48 -0.20
C -2.16 -6.16 0.58
C -2.90 -7.35 1.18
C -3.11 -2.79 0.24
H -1.64 -5.58 1.34
H -1.43 -6.53 -0.15
H -2.76 -7.64 2.23
H -2.69 -8.28 0.67
H -3.98 -7.32 1.03
H -3.61 -1.90 0.62
H -2.88 -2.59 -0.80
H -2.23 -3.07 0.82
O -4.34 0.16 -1.15
S -4.54 1.39 -1.85
O -4.94 1.52 -3.25
O -5.55 2.25 -0.83
C -5.82 3.62 -1.10
C -6.52 4.39 0.11
C -3.04 2.40 -1.51
H -6.64 3.47 -1.80
H -5.02 4.21 -1.54
H -6.59 5.40 -0.29
H -5.95 4.48 1.04
H -7.48 3.89 0.21
H -3.09 3.40 -1.96
H -2.39 1.78 -2.13
H -2.79 2.42 -0.45
O -6.57 -0.24 4.50
S -5.44 0.36 3.78
O -4.79 1.59 4.35
O -4.18 -0.83 3.73
C -2.90 -0.37 3.30
C -1.91 -1.39 4.00
C -5.68 0.54 1.92
H -2.78 0.69 3.52
H -2.78 -0.47 2.22
H -0.84 -1.18 3.90
H -2.00 -2.47 3.85
H -2.06 -1.24 5.06
H -5.94 -0.44 1.53
H -4.74 0.81 1.44
H -6.55 1.18 1.74
O 0.14 3.19 7.26
S 1.32 3.94 6.79
O 2.33 4.58 7.64
O 2.11 2.85 5.76
C 1.30 1.84 5.21
C 2.08 1.04 4.26
C 0.88 5.23 5.47
H 0.36 2.19 4.77
H 1.02 1.27 6.10
H 2.97 0.65 4.75
H 2.44 1.68 3.46
H 1.43 0.22 3.94
H 0.09 4.75 4.89
H 1.79 5.41 4.90
H 0.62 6.18 5.94
*
```

Output
orbital gap (alpha / beta) = 0.0909 / 0.2273 hartree

=====

This record from the OMol25 dataset describes 8 unconnected molecules or ions with the total composition C23H63BF4N9O11 in a non-equilibrium geometry. The level of theory is the ωB97M-V functional and the def2-TZVPD basis.

Geometry as ORCA input:
```
! RIJCOSX wB97M-V def2-TZVPD def2/J DEFGRID3
* xyz -1 1
B 25.92 25.48 -8.36
F 26.78 25.31 -7.25
F 24.61 25.40 -7.92
F 26.11 26.67 -9.01
F 26.22 24.53 -9.30
C 22.58 22.94 -12.02
O 22.68 23.16 -13.23
N 21.55 22.26 -11.63
N 23.28 23.50 -11.04
H 20.78 22.18 -12.27
H 21.41 22.04 -10.65
H 23.07 23.37 -10.06
H 24.06 24.07 -11.33
C 24.49 26.91 -12.44
O 23.66 26.74 -13.35
N 24.17 26.57 -11.16
N 25.73 27.35 -12.55
H 23.28 26.13 -10.97
H 24.99 26.38 -10.61
H 25.99 27.90 -13.35
H 26.07 27.42 -11.60
C 29.66 22.73 -9.24
O 29.77 23.22 -10.38
N 28.63 22.90 -8.36
N 30.50 21.72 -8.83
H 27.88 23.53 -8.58
H 28.68 22.28 -7.58
H 31.39 21.77 -9.32
H 30.46 21.46 -7.86
C 26.53 23.70 -12.69
O 27.55 23.20 -13.59
C 28.17 24.33 -14.21
C 29.29 23.90 -15.23
N 29.85 22.59 -14.75
C 30.58 22.87 -13.54
C 30.89 21.60 -12.71
O 29.76 20.83 -12.79
C 29.89 19.67 -11.96
H 26.27 22.85 -12.05
H 25.68 23.96 -13.31
H 26.72 24.51 -11.98
H 28.57 24.93 -13.40
H 27.42 24.95 -14.72
H 30.02 24.71 -15.25
H 29.01 23.70 -16.27
H 30.33 22.04 -15.45
H 30.16 23.63 -12.89
H 31.54 23.38 -13.70
H 31.28 21.90 -11.73
H 31.71 21.14 -13.27
H 30.02 19.90 -10.90
H 30.69 18.96 -12.20
H 29.04 19.00 -12.15
C 19.03 16.45 -8.31
O 19.96 16.39 -7.20
C 20.31 17.68 -6.68
C 21.71 18.14 -7.12
N 21.76 18.68 -8.49
C 21.40 20.09 -8.62
C 22.65 20.98 -8.65
O 22.15 22.27 -8.72
C 22.83 23.24 -7.91
H 18.32 15.63 -8.32
H 19.49 16.44 -9.30
H 18.34 17.30 -8.27
H 20.21 17.63 -5.60
H 19.52 18.40 -6.90
H 22.26 17.20 -7.15
H 22.17 18.84 -6.43
H 21.46 18.06 -9.23
H 20.68 20.51 -7.92
H 20.83 20.13 -9.55
H 23.23 20.68 -9.52
H 23.42 20.78 -7.90
H 22.38 24.20 -8.12
H 23.90 23.33 -8.14
H 22.66 22.99 -6.86
C 22.65 27.51 -3.45
O 22.52 26.25 -4.08
C 22.93 26.34 -5.45
C 21.98 26.98 -6.43
N 22.01 28.40 -6.68
C 23.31 28.93 -6.94
C 23.16 30.43 -7.27
O 22.10 31.16 -6.61
C 22.31 32.56 -6.50
H 21.76 28.15 -3.52
H 23.39 28.22 -3.84
H 22.80 27.39 -2.38
H 22.73 25.28 -5.60
H 23.99 26.45 -5.69
H 20.98 26.70 -6.11
H 21.97 26.56 -7.44
H 21.38 28.99 -6.17
H 23.79 28.46 -7.80
H 23.94 28.90 -6.05
H 23.03 30.66 -8.33
H 24.11 30.97 -7.15
H 22.81 33.04 -7.35
H 22.78 32.91 -5.59
H 21.29 32.96 -6.46
C 27.22 30.11 -8.93
C 27.23 31.61 -8.88
O 28.47 32.10 -9.44
O 25.90 29.55 -8.75
H 27.73 29.77 -8.03
H 27.74 29.59 -9.74
H 27.20 31.85 -7.82
H 26.35 32.08 -9.32
H 28.29 33.04 -9.50
H 25.98 28.60 -8.79
*
```

Output
orbital gap = 0.3024 hartree
energy above the lowest of the compared OMol25 structures with the same formula, charge and spin = 0.0 kcal per mole

=====

This record from the OMol25 dataset describes a molecular structure, C23H63N6O18SZn in a non-equilibrium geometry. The level of theory is the ωB97M-V functional and the def2-TZVPD basis.

Geometry as ORCA input:
```
! RIJCOSX wB97M-V def2-TZVPD def2/J DEFGRID3
* xyz 1 1
C 3.53 8.98 -0.90
N 2.38 8.07 -0.31
C 2.30 8.31 1.20
C 1.08 8.41 -1.01
C 2.68 6.57 -0.71
C 4.09 6.14 -0.71
O 4.86 6.36 0.52
H 3.27 10.00 -0.59
H 3.46 8.91 -1.98
H 4.51 8.67 -0.54
H 1.43 7.81 1.63
H 2.17 9.39 1.33
H 3.31 8.09 1.55
H 1.10 8.31 -2.10
H 0.78 9.42 -0.72
H 0.34 7.80 -0.50
H 2.45 6.38 -1.76
H 2.08 5.91 -0.08
H 4.60 6.62 -1.54
H 4.22 5.07 -0.89
H 4.40 5.79 1.13
Zn 1.51 0.62 4.82
S -0.85 -0.15 1.36
O -1.07 0.76 2.50
O -1.84 -1.24 1.45
O -0.84 0.62 0.14
O 0.46 -0.59 1.84
C -5.32 3.75 1.15
C -4.73 4.96 1.91
O -3.32 4.88 1.96
O -4.75 3.76 -0.12
H -6.40 3.93 1.16
H -5.06 2.77 1.55
H -5.23 5.08 2.87
H -4.97 5.90 1.43
H -2.99 4.03 2.26
H -3.84 3.54 0.11
C -5.37 -6.64 -3.00
C -5.39 -5.38 -2.15
O -4.21 -4.67 -2.27
O -5.27 -6.40 -4.42
H -6.35 -7.12 -2.88
H -4.62 -7.32 -2.61
H -5.44 -5.60 -1.08
H -6.28 -4.79 -2.36
H -4.01 -4.16 -1.48
H -4.36 -6.19 -4.64
C -2.07 -5.07 5.27
C -2.06 -4.00 6.33
O -1.30 -2.95 5.79
O -3.11 -4.91 4.38
H -2.14 -6.00 5.82
H -1.08 -5.19 4.83
H -1.60 -4.24 7.29
H -3.07 -3.68 6.60
H -1.84 -2.44 5.19
H -2.94 -4.13 3.86
C -0.84 3.58 -5.40
C -0.64 4.31 -6.72
O 0.13 5.44 -6.65
O 0.31 3.00 -4.94
H -1.53 2.80 -5.72
H -1.30 4.29 -4.70
H -1.65 4.50 -7.09
H -0.19 3.69 -7.49
H 1.03 5.14 -6.50
H 0.03 2.53 -4.15
O 0.16 -4.35 -6.85
C 0.71 -3.31 -6.59
N 0.44 -2.68 -5.46
C 1.64 -2.71 -7.62
H -0.19 -3.04 -4.76
H 0.94 -1.81 -5.37
H 1.52 -3.30 -8.53
H 2.68 -2.67 -7.31
H 1.29 -1.72 -7.91
O 4.42 -2.64 5.91
C 5.14 -3.49 6.31
N 5.26 -3.76 7.58
C 5.80 -4.58 5.41
H 5.90 -4.49 7.82
H 4.73 -3.23 8.25
H 6.81 -4.86 5.73
H 5.90 -4.18 4.40
H 5.17 -5.46 5.35
O 1.73 -8.56 -1.47
C 1.97 -7.39 -1.57
N 2.84 -7.04 -2.49
C 1.50 -6.35 -0.57
H 3.05 -7.71 -3.22
H 3.48 -6.28 -2.31
H 0.57 -6.72 -0.12
H 1.40 -5.36 -1.00
H 2.20 -6.23 0.26
O -8.60 -0.95 5.60
C -8.00 -0.81 4.53
N -6.71 -0.64 4.55
C -8.69 -1.05 3.24
H -6.18 -0.51 5.40
H -6.25 -0.91 3.69
H -9.05 -2.07 3.12
H -8.05 -0.73 2.42
H -9.59 -0.43 3.21
O 5.83 -2.38 -1.87
C 6.41 -1.57 -1.15
N 5.78 -1.10 -0.05
C 7.76 -0.91 -1.37
H 4.82 -1.34 0.14
H 6.27 -0.49 0.59
H 8.46 -0.71 -0.56
H 7.64 0.01 -1.93
H 8.46 -1.50 -1.97
*
```

Output
orbital gap = 0.0554 hartree
energy above the lowest of the compared OMol25 structures with the same formula, charge and spin = 80.6 kcal per mole